Entry 1:
The following is a DFT calculation (ωB97M-V with the def2-TZVPD basis set) of a structure of composition C49H124N14O26 in a non-equilibrium geometry.

The HOMO energy comes out at -11.6 eV. The charge is +2. As for the orbital gap: 7.9 eV. For the calculated total energy, the calculation gives -4662.6597 Ha.

Each line ends with the Löwdin charge.
Atoms and positions in Å:
C -7.544 1.543 2.787  -0.025
C -7.074 2.955 2.312  -0.156
N -5.643 2.969 1.984  -0.258
C -4.702 2.695 3.119  0.035
C -5.280 1.883 0.901  -0.156
C -6.198 1.714 -0.278  -0.046
C -5.282 4.249 1.349  -0.110
C -5.769 5.546 1.971  -0.231
O -5.472 5.737 3.328  -0.185
C -4.191 6.495 3.534  -0.008
H -7.497 0.848 1.968  0.057
H -8.595 1.739 3.097  0.103
H -7.056 1.072 3.627  0.076
H -7.256 3.699 3.072  0.130
H -7.604 3.331 1.444  0.126
H -3.655 2.643 2.819  0.102
H -4.973 1.815 3.687  0.091
H -4.751 3.523 3.825  0.113
H -5.201 0.939 1.449  0.083
H -4.198 2.125 0.729  0.138
H -5.977 2.521 -0.990  0.079
H -7.246 1.885 0.009  0.082
H -6.071 0.675 -0.613  0.086
H -5.639 4.166 0.321  0.132
H -4.182 4.222 1.412  0.125
H -6.862 5.692 1.821  0.134
H -5.467 6.394 1.358  0.128
H -3.314 5.926 3.274  0.049
H -4.055 6.617 4.598  0.092
H -4.272 7.433 3.038  0.079
C -2.276 -2.234 5.518  -0.013
C -0.803 -2.319 5.073  -0.148
N -0.473 -3.657 4.529  -0.268
C -1.195 -3.815 3.272  -0.002
C 1.002 -3.631 4.161  -0.145
C 1.546 -4.879 3.502  -0.035
C -0.773 -4.762 5.496  -0.089
C -0.219 -4.662 6.846  -0.214
O 1.175 -4.867 6.808  -0.184
C 1.711 -4.782 8.072  -0.102
H -2.582 -2.977 6.243  0.083
H -2.933 -2.323 4.682  0.051
H -2.404 -1.274 5.946  0.079
H -0.123 -2.087 5.870  0.123
H -0.615 -1.661 4.227  0.121
H -1.041 -4.817 2.889  0.096
H -0.868 -3.091 2.533  0.105
H -2.277 -3.726 3.410  0.103
H 1.516 -3.490 5.097  0.122
H 1.128 -2.743 3.562  0.108
H 1.187 -5.096 2.524  0.029
H 1.439 -5.780 4.155  0.098
H 2.611 -4.657 3.395  0.103
H -0.347 -5.651 5.052  0.128
H -1.873 -4.904 5.432  0.159
H -0.673 -5.409 7.486  0.141
H -0.484 -3.746 7.404  0.141
H 1.178 -5.513 8.710  0.101
H 1.495 -3.821 8.532  0.100
H 2.735 -5.126 8.085  0.100
C 1.374 -8.487 -1.330  -0.036
C -0.010 -8.293 -0.847  -0.234
N -0.557 -6.969 -0.702  -0.268
C 0.200 -6.145 0.280  0.002
C -0.522 -6.097 -1.998  -0.167
C -1.176 -6.495 -3.241  -0.047
C -1.971 -7.242 -0.259  -0.091
C -3.032 -6.184 -0.169  -0.206
O -2.934 -5.409 1.022  -0.210
C -4.051 -4.483 1.189  -0.041
H 2.140 -7.900 -0.855  0.082
H 1.436 -8.321 -2.397  0.087
H 1.527 -9.544 -1.073  0.110
H -0.145 -8.691 0.166  0.141
H -0.736 -8.805 -1.491  0.139
H 1.198 -5.959 -0.076  0.100
H 0.239 -6.708 1.209  0.116
H -0.238 -5.177 0.421  0.076
H 0.557 -5.944 -2.152  0.129
H -0.926 -5.167 -1.575  0.113
H -0.837 -7.506 -3.553  0.101
H -0.834 -5.784 -3.977  0.099
H -2.267 -6.495 -3.245  0.091
H -1.778 -7.654 0.746  0.150
H -2.442 -7.985 -0.906  0.143
H -4.049 -6.685 -0.180  0.154
H -3.006 -5.544 -1.075  0.127
H -4.330 -4.552 2.202  0.074
H -4.909 -4.897 0.606  0.108
H -3.764 -3.477 0.921  0.065
C -2.231 5.403 -4.903  -0.046
C -0.914 5.650 -4.120  -0.131
N -0.241 4.448 -3.452  -0.244
C 0.909 4.917 -2.520  0.036
C -1.176 3.829 -2.498  -0.197
C -1.942 4.669 -1.501  -0.060
C 0.268 3.457 -4.389  -0.114
C 1.538 3.708 -5.232  -0.191
O 1.249 4.847 -6.016  -0.194
C 2.308 5.144 -6.913  -0.069
H -1.981 4.738 -5.779  0.090
H -2.545 6.345 -5.348  0.087
H -3.024 4.913 -4.333  0.070
H -1.158 6.335 -3.318  0.117
H -0.115 6.067 -4.771  0.136
H 1.756 5.286 -3.059  0.053
H 1.360 4.064 -2.048  0.068
H 0.474 5.607 -1.760  0.128
H -0.531 3.172 -1.930  0.087
H -1.830 3.210 -3.138  0.138
H -2.694 5.312 -2.009  0.090
H -1.362 5.268 -0.804  0.072
H -2.446 3.987 -0.844  0.052
H -0.528 3.181 -5.064  0.129
H 0.561 2.545 -3.882  0.123
H 1.629 2.713 -5.757  0.148
H 2.421 3.860 -4.639  0.095
H 2.090 6.043 -7.478  0.094
H 2.442 4.313 -7.627  0.099
H 3.194 5.336 -6.299  0.088
C 5.962 3.597 -5.454  -0.063
C 6.791 2.576 -4.749  -0.190
N 6.590 2.394 -3.284  -0.258
C 7.730 1.678 -2.684  0.020
C 6.451 3.724 -2.626  -0.165
C 7.654 4.670 -2.846  -0.023
C 5.315 1.546 -3.039  -0.065
C 4.449 1.929 -1.864  -0.157
O 5.269 1.618 -0.681  -0.198
C 5.130 2.339 0.504  -0.086
H 6.107 4.657 -5.118  0.099
H 4.897 3.347 -5.364  0.072
H 6.288 3.582 -6.481  0.092
H 7.784 2.934 -4.884  0.122
H 6.709 1.644 -5.292  0.141
H 8.597 2.317 -2.767  0.093
H 7.911 0.802 -3.293  0.112
H 7.466 1.465 -1.673  0.105
H 6.272 3.434 -1.597  0.112
H 5.529 4.113 -3.027  0.082
H 7.705 5.138 -3.831  0.081
H 8.633 4.234 -2.557  0.085
H 7.453 5.487 -2.144  0.084
H 5.784 0.572 -2.899  0.091
H 4.755 1.467 -3.976  0.137
H 3.525 1.325 -1.986  0.107
H 4.095 2.970 -1.958  0.118
H 5.879 2.052 1.243  0.094
H 4.244 1.975 1.010  0.069
H 5.221 3.410 0.302  0.098
C -4.112 -1.625 -2.100  0.051
C -2.788 -1.930 -2.819  -0.419
O -2.569 -2.729 -3.624  0.167
N -1.555 -1.132 -2.602  0.001
H -1.533 -0.377 -1.894  0.089
H -0.772 -1.775 -2.358  0.061
C -1.182 -0.472 -3.875  -0.007
H -4.542 -2.564 -1.705  0.102
H -4.769 -1.270 -2.897  0.099
H -4.168 -0.856 -1.331  0.055
H -0.299 0.142 -3.686  0.075
H -2.015 0.172 -4.236  0.117
H -0.896 -1.209 -4.622  0.100
C 4.290 -1.696 -1.561  0.017
C 5.769 -1.991 -1.604  -0.548
O 6.562 -1.268 -2.184  0.027
N 6.179 -3.163 -1.111  0.016
H 7.191 -3.268 -1.154  0.155
H 3.423 1.403 4.322  0.128
C 5.263 -4.294 -1.034  -0.081
H 4.015 -0.713 -1.903  0.054
H 3.890 -2.010 -0.570  0.097
H 3.846 -2.413 -2.252  0.079
H 5.794 -5.157 -0.691  0.072
H 5.028 -4.623 -2.085  0.102
H 4.294 -4.098 -0.522  0.081
C 1.152 2.073 -0.282  0.029
C -0.059 1.165 -0.454  -0.506
O -0.175 0.709 -1.583  -0.020
N -0.819 0.786 0.571  0.083
H -0.560 1.146 1.499  0.101
H -0.940 1.573 4.804  0.269
C -1.685 -0.411 0.555  -0.015
H 1.660 2.048 -1.225  0.047
H 1.753 1.621 0.471  0.068
H 0.960 3.091 0.083  0.102
H -2.545 -0.318 1.211  0.073
H -1.118 -1.315 0.727  0.061
H -2.203 -0.499 -0.401  0.048
N -0.799 1.589 6.975  -0.521
O 0.194 1.018 6.781  0.077
O -1.532 2.062 5.803  -0.027
O -1.410 1.648 7.928  0.175
N -1.253 3.905 2.369  -0.568
O -0.834 2.780 2.716  -0.086
O -1.531 4.192 1.155  -0.082
O -1.469 4.692 3.293  -0.004
N 4.060 5.950 -1.905  -0.522
O 5.086 6.580 -1.679  0.021
O 3.774 5.564 -3.158  -0.164
O 3.203 5.545 -1.029  -0.075
N -5.411 -1.294 2.373  -0.571
O -4.539 -0.792 3.226  -0.114
O -6.538 -1.655 2.677  0.008
O -4.987 -1.475 1.182  -0.127
N 0.610 -3.062 -0.714  -0.489
O -0.399 -2.470 -1.215  -0.053
O 1.491 -3.580 -1.431  0.004
O 0.702 -3.057 0.559  -0.038
N 2.029 0.182 3.909  -0.402
O 1.767 -0.051 5.084  0.080
O 1.368 -0.298 2.977  0.058
O 3.079 0.962 3.569  0.169


Entry 2:
The following is a DFT calculation (ωB97M-V with the def2-TZVPD basis set) of a cluster of 2 separate species, C3H7NO3S in total in a non-equilibrium geometry.

The relative energy (zero: lowest compared OMol25 entry of this formula, charge and spin) comes out at 40.3 kcal per mole. The HOMO energy comes out at -8.5 eV. The SMILES is C1=NCCO1.OSO. As for the orbital gap: 9.3 eV. For the calculated total energy, the calculation gives -797.1012 Ha.

Each line ends with the Löwdin charge.
Atoms and positions in Å:
C 0.689 0.454 0.508  -0.201
N 0.073 -0.388 -0.200  0.022
C 0.388 -1.737 0.300  -0.125
C 1.590 -1.475 1.260  -0.105
O 1.524 -0.035 1.478  -0.057
H 0.531 1.485 0.223  0.106
H 0.591 -2.289 -0.685  0.145
H -0.489 -2.009 0.722  0.072
H 1.515 -1.785 2.334  0.132
H 2.583 -1.711 0.934  0.105
O -1.590 0.825 -2.065  -0.430
S -1.163 2.389 -1.900  0.837
O -2.102 2.936 -0.641  -0.475
H -1.065 0.439 -1.397  -0.092
H -3.076 2.902 -0.871  0.066


Entry 3:
The following is a DFT calculation (ωB97M-V with the def2-TZVPD basis set) of an isolated molecule of C4H10NO2PS in a non-equilibrium geometry.

The relative energy (zero: lowest compared OMol25 entry of this formula, charge and spin) comes out at 40.5 kcal per mole. The HOMO energy comes out at -9.1 eV. As for the orbital gap: 8.5 eV. For the calculated total energy, the calculation gives -1103.1385 Ha.

Each line ends with the Löwdin charge.
Atoms and positions in Å:
C -1.033 1.646 0.794  -0.424
C -1.087 1.127 -0.666  -0.361
C -2.015 -0.135 -0.592  -0.052
C 2.022 -2.356 0.519  -0.183
N 0.277 0.743 -1.202  -0.119
O -0.233 0.901 1.548  -0.232
O 1.071 -1.499 -0.061  -0.345
P 1.331 0.141 -0.020  0.504
S 3.224 0.588 0.063  0.310
H -0.552 2.730 0.730  0.130
H -2.073 1.695 1.284  0.145
H -1.449 1.930 -1.325  0.135
H -3.071 -0.074 -0.987  0.094
H -2.269 -0.251 0.447  0.062
H -1.586 -0.909 -1.120  0.036
H 2.930 -1.888 0.990  0.054
H 2.344 -3.123 -0.216  0.100
H 1.445 -2.895 1.231  0.073
H 0.724 1.629 -1.417  0.073